Entry from the OMol25 dataset: a structure of composition C25H28Cl2N4O4Ru (ωB97M-V with the def2-TZVPD basis set).

```
64
Properties=species:S:1:pos:R:3:forces:R:3:mulliken_charge:R:1
Ru -0.0829 -0.1320 -0.1220 0.522 -0.252 0.245 0.758
Cl -3.5266 -4.1966 0.7944 0.006 0.008 -0.017 -0.132
C -2.7676 -3.2422 1.9748 -0.096 -0.054 0.063 0.342
C -3.0754 -3.4162 3.3163 0.036 0.010 -0.132 -0.624
C -2.4635 -2.6470 4.2850 0.052 0.063 0.010 0.776
Cl -2.8705 -2.8920 5.9256 -0.015 -0.018 -0.052 -0.185
C -1.4859 -1.6458 3.9458 0.052 0.087 0.270 0.044
C -0.8243 -0.8336 4.8880 -0.013 -0.023 -0.056 -0.760
C 0.0928 0.0923 4.4545 -0.037 -0.065 -0.266 -0.993
C 0.3435 0.2034 3.0783 -0.105 -0.085 0.329 -0.637
N -0.2670 -0.5582 2.1900 0.063 0.098 -0.095 0.859
C -1.1685 -1.4605 2.6033 -0.003 0.012 -0.322 -0.045
C -1.8158 -2.2497 1.5336 0.072 0.112 0.190 0.373
O -1.5421 -2.0615 0.3433 0.150 0.080 -0.087 -0.783
H -3.8032 -4.1634 3.5986 -0.004 0.000 0.028 0.481
H -1.0502 -0.9448 5.9388 0.017 0.015 0.022 0.450
H 0.6140 0.7412 5.1427 -0.018 -0.013 0.052 0.481
H 1.0402 0.9390 2.6964 0.007 -0.011 -0.072 0.586
O -1.1009 0.3295 -3.2012 0.041 0.108 -0.064 -0.146
C -0.6810 0.1248 -2.1816 -0.250 -0.189 -0.238 0.153
C -4.0730 7.1292 1.4116 -0.056 0.029 0.007 -1.490
C -3.3857 5.8184 1.1555 0.030 -0.044 0.025 0.565
C -3.1800 5.3627 -0.1399 0.021 -0.035 0.038 -1.067
C -2.5245 4.1642 -0.3950 0.001 -0.009 0.053 1.003
C -2.3276 3.6777 -1.8031 0.027 0.011 -0.083 -1.344
C -2.0665 3.4143 0.6854 -0.010 0.027 0.070 0.307
C -2.2679 3.8392 1.9990 -0.033 0.030 -0.068 1.070
C -1.7782 3.0138 3.1563 -0.018 -0.045 0.051 -1.158
C -2.9283 5.0395 2.2152 -0.014 0.016 -0.088 -1.081
C -1.3416 2.1343 0.4302 0.075 -0.035 0.004 1.122
O -0.0824 2.1316 0.3105 0.093 0.072 0.055 -0.771
O -1.9776 1.0444 0.3231 -0.148 0.040 0.031 -0.912
H -4.5844 7.4864 0.5190 0.005 0.009 -0.001 0.368
H -3.3530 7.8924 1.7126 0.000 0.001 0.006 0.294
H -4.8097 7.0378 2.2102 0.012 0.008 0.009 0.370
H -3.5411 5.9516 -0.9751 -0.006 0.014 -0.008 0.326
H -2.6460 4.4306 -2.5219 -0.006 -0.006 -0.004 0.387
H -2.9068 2.7707 -1.9882 0.001 -0.015 0.011 0.287
H -1.2767 3.4531 -1.9996 0.001 -0.011 0.013 0.244
H -2.0526 1.9635 3.0310 0.013 -0.009 -0.009 0.131
H -2.2123 3.3625 4.0923 0.015 0.013 0.007 0.390
H -0.6905 3.0719 3.2471 0.010 -0.002 -0.016 0.281
H -3.0945 5.3739 3.2331 -0.005 0.016 0.018 0.388
C 2.0079 -2.4493 -0.9383 -0.069 -0.055 0.016 -1.126
N 3.2465 -1.8521 -0.4860 -0.015 0.118 -0.038 0.173
C 4.1250 -2.7559 0.2455 0.039 0.013 0.021 -1.130
C 3.2795 -0.5039 -0.2788 -0.151 -0.198 -0.010 0.569
N 2.1579 0.1726 -0.2310 -0.324 0.145 0.052 -0.313
N 4.4971 0.0774 -0.1252 0.017 0.004 0.075 0.114
C 5.6626 -0.3687 -0.8799 0.021 -0.029 -0.010 -1.182
C 4.5830 1.4337 0.3869 -0.007 0.032 -0.010 -1.187
H 2.2108 -3.4713 -1.2536 -0.001 0.007 -0.025 0.375
H 1.6099 -1.9018 -1.7908 0.007 -0.009 0.005 0.254
H 1.2461 -2.4948 -0.1445 0.024 -0.005 -0.009 0.406
H 3.5492 -3.3018 0.9983 0.007 -0.006 -0.006 0.378
H 4.9057 -2.2006 0.7542 0.013 0.006 0.007 0.400
H 4.5841 -3.4776 -0.4310 0.008 0.004 0.007 0.317
H 2.3152 1.1728 -0.2609 -0.040 0.044 0.003 0.013
H 5.4124 -1.2335 -1.4859 -0.002 -0.016 -0.001 0.381
H 6.4886 -0.6234 -0.2140 -0.002 0.002 -0.006 0.339
H 5.9889 0.4326 -1.5463 0.003 -0.007 0.003 0.406
H 3.8900 1.5727 1.2150 -0.005 0.000 -0.003 0.374
H 4.3780 2.1846 -0.3838 0.001 -0.002 -0.002 0.388
H 5.5926 1.5985 0.7586 -0.002 -0.006 0.001 0.343
```
Forces are in eV/Å.

Summary:
multiplicity = 6
HOMO energy (spin up / spin down) = -10.4 / -10.6 eV
charge = +1
HOMO-LUMO gap (spin up / spin down) = 7.001 / 5.251 eV
relative energy (zero: lowest compared OMol25 entry of this formula, charge and spin) = 0.0 kJ/mol